Record 1
ORCA calculation (ωB97M-V/def2-TZVPD) on C36H66O15 as an isolated structure.

```
117
C36H66O15 ωB97M-V/def2-TZVPD
C -0.101 -0.422 -4.222
C -0.660 0.516 -5.268
C -2.066 -0.094 -5.578
O -2.387 -0.708 -4.321
C -1.359 -0.642 -3.308
H 0.726 -0.070 -3.604
H 0.516 -1.175 -4.714
H 0.130 0.511 -6.018
H -0.704 1.547 -4.917
H -1.949 -0.897 -6.305
H -2.785 0.633 -5.954
H -1.145 -1.391 -2.546
H -1.513 0.278 -2.743
C 1.807 -3.397 2.086
C 3.227 -3.812 2.105
C 3.932 -2.533 2.290
O 3.010 -1.463 1.894
C 1.838 -2.059 1.424
H 1.205 -3.308 2.990
H 1.083 -3.888 1.437
H 3.603 -4.098 1.123
H 3.605 -4.596 2.762
H 4.885 -2.582 1.764
H 4.080 -2.602 3.368
H 2.028 -2.125 0.353
H 0.995 -1.375 1.523
C -3.870 0.724 1.030
C -5.323 0.769 0.739
C -5.611 2.092 0.068
O -4.395 2.393 -0.543
C -3.268 1.700 0.033
H -3.481 -0.284 0.884
H -3.684 1.094 2.039
H -5.756 0.573 1.720
H -5.693 -0.060 0.136
H -5.873 2.894 0.758
H -6.447 1.914 -0.608
H -2.657 2.454 0.528
H -2.685 1.194 -0.736
C -0.861 -0.528 -0.689
C -0.675 0.871 -0.154
C 0.683 0.833 0.453
O 1.376 -0.039 -0.401
C 0.603 -1.122 -0.849
H -1.471 -0.579 -1.592
H -1.252 -1.197 0.077
H -1.357 1.094 0.667
H -0.753 1.611 -0.950
H 0.716 0.455 1.475
H 1.263 1.753 0.535
H 0.765 -1.946 -0.156
H 0.798 -1.335 -1.900
C -0.451 4.230 1.018
C -0.541 2.882 1.684
C 0.897 2.634 2.145
O 1.650 3.252 1.191
C 0.913 4.045 0.250
H -0.427 4.907 1.871
H -1.349 4.392 0.422
H -0.964 2.087 1.069
H -1.167 2.827 2.575
H 1.256 1.605 2.142
H 1.152 3.055 3.118
H 0.717 3.668 -0.754
H 1.488 4.923 -0.044
C -3.197 1.120 3.899
C -2.364 0.474 2.810
C -1.048 0.292 3.617
O -0.865 1.338 4.519
C -2.105 2.090 4.539
H -3.609 0.282 4.461
H -4.049 1.745 3.630
H -2.203 1.154 1.973
H -2.795 -0.479 2.503
H -0.236 0.477 2.913
H -1.034 -0.663 4.142
H -1.954 2.805 3.730
H -2.282 2.482 5.540
C 2.503 -2.252 -2.249
C 3.546 -1.165 -1.840
C 4.427 -1.459 -0.677
O 5.701 -1.043 -1.133
C 5.624 -0.796 -2.455
O 6.581 -0.381 -3.085
O 4.423 -0.874 -2.928
H 1.999 -1.941 -3.164
H 1.667 -2.481 -1.587
H 2.997 -3.165 -2.582
H 3.100 -0.176 -1.735
H 4.430 -2.540 -0.538
H 4.033 -0.884 0.161
C 3.575 1.809 -1.565
C 2.528 2.481 -2.565
C 1.705 1.489 -3.452
O 0.442 1.956 -3.413
C 0.371 2.718 -2.302
O -0.726 3.101 -1.884
O 1.553 3.064 -1.777
H 3.456 2.317 -0.608
H 4.548 1.912 -2.046
H 3.212 0.846 -1.209
H 2.853 3.324 -3.175
H 1.708 0.461 -3.090
H 2.077 1.480 -4.477
C -1.046 -4.298 0.482
C -1.790 -3.260 1.299
C -1.781 -3.509 2.837
O -0.890 -2.548 3.406
C -0.663 -1.621 2.385
O 0.027 -0.655 2.501
O -1.226 -1.965 1.261
H -1.462 -5.299 0.597
H 0.030 -4.315 0.651
H -1.166 -4.233 -0.600
H -2.856 -3.338 1.086
H -1.242 -4.424 3.082
H -2.796 -3.535 3.235
```

Results
**Electronic energy**: -69087.5327 eV
**Relative energy (zero: lowest compared OMol25 entry of this formula, charge and spin)**: 578.93 kcal per mole
**HOMO**: -8.114 eV
**Orbital gap**: 8.1 eV
**E_LUMO**: 0.03 eV

These are the Löwdin partial charges, in e, on atoms 1 to 99: number 1, C, carries -0.17; number 2, C, carries -0.15; number 3, C, carries -0.15; number 4, O, carries -0.13; number 5, C, carries -0.15; number 6, H, carries 0.03; number 7, H, carries 0.12; number 8, H, carries 0.11; number 9, H, carries 0.11; number 10, H, carries 0.11; number 11, H, carries 0.12; number 12, H, carries 0.10; number 13, H, carries 0.11; number 14, C, carries -0.12; number 15, C, carries -0.17; number 16, C, carries -0.18; number 17, O, carries -0.10; number 18, C, carries -0.25; number 19, H, carries 0.13; number 20, H, carries 0.07; number 21, H, carries 0.11; number 22, H, carries 0.13; number 23, H, carries 0.12; number 24, H, carries 0.12; number 25, H, carries 0.09; number 26, H, carries 0.08; number 27, C, carries -0.21; number 28, C, carries -0.16; number 29, C, carries -0.21; number 30, O, carries -0.10; number 31, C, carries -0.14; number 32, H, carries 0.12; number 33, H, carries 0.04; number 34, H, carries 0.11; number 35, H, carries 0.11; number 36, H, carries 0.12; number 37, H, carries 0.12; number 38, H, carries 0.12; number 39, H, carries 0.11; number 40, C, carries -0.10; number 41, C, carries -0.16; number 42, C, carries -0.18; number 43, O, carries -0.10; number 44, C, carries -0.19; number 45, H, carries 0.03; number 46, H, carries 0.05; number 47, H, carries 0.04; number 48, H, carries 0.09; number 49, H, carries 0.09; number 50, H, carries 0.10; number 51, H, carries 0.07; number 52, H, carries 0.07; number 53, C, carries -0.08; number 54, C, carries -0.18; number 55, C, carries -0.23; number 56, O, carries -0.14; number 57, C, carries -0.13; number 58, H, carries 0.11; number 59, H, carries 0.11; number 60, H, carries 0.02; number 61, H, carries 0.08; number 62, H, carries 0.11; number 63, H, carries 0.14; number 64, H, carries 0.04; number 65, H, carries 0.13; number 66, C, carries -0.11; number 67, C, carries -0.19; number 68, C, carries -0.23; number 69, O, carries -0.08; number 70, C, carries -0.11; number 71, H, carries 0.13; number 72, H, carries 0.12; number 73, H, carries 0.07; number 74, H, carries 0.12; number 75, H, carries 0.06; number 76, H, carries 0.15; number 77, H, carries 0.08; number 78, H, carries 0.12; number 79, C, carries 0.00; number 80, C, carries -0.30; number 81, C, carries -0.09; number 82, O, carries 0.10; number 83, C, carries -0.60; number 84, O, carries 0.12; number 85, O, carries 0.12; number 86, H, carries 0.07; number 87, H, carries 0.05; number 88, H, carries 0.10; number 89, H, carries 0.05; number 90, H, carries 0.14; number 91, H, carries 0.14; number 92, C, carries 0.06; number 93, C, carries -0.19; number 94, C, carries -0.14; number 95, O, carries 0.04; number 96, C, carries -0.47; number 97, O, carries 0.12; number 98, O, carries 0.01; number 99, H, carries 0.10

Record 2
ORCA calculation (ωB97M-V/def2-TZVPD) on C5H11NO2 as an isolated structure.

```
19
C5H11NO2 ωB97M-V/def2-TZVPD
C 0.051 0.212 -0.336
C 0.074 -0.254 2.134
C 0.152 -1.033 0.328
C 1.179 1.204 -0.341
C -0.583 -1.028 -2.724
O -1.209 0.725 -0.413
O -0.767 0.839 2.327
N 0.426 -0.911 -1.997
H -1.240 1.603 -0.013
H -1.630 0.576 2.666
H -0.219 -1.152 2.682
H 1.100 0.034 2.358
H 1.122 -1.508 0.330
H -0.726 -1.666 0.289
H 1.022 1.979 0.411
H 1.202 1.696 -1.314
H 2.131 0.710 -0.173
H -1.600 -0.697 -2.438
H -0.486 -1.330 -3.777
```

Results
**Electronic energy**: -10944.1345 eV
**Relative energy (zero: lowest compared OMol25 entry of this formula, charge and spin)**: 118.36 kcal per mole
**HOMO (spin up / spin down)**: -7.126 / -7.127 eV
**Orbital gap (spin up / spin down)**: 7.8 / 7.8 eV
**E_LUMO (spin up / spin down)**: 0.64 / 0.64 eV

Per-atom Löwdin charges, elementary charge units: number 1, C, carries -0.52; number 2, C, carries -0.16; number 3, C, carries -0.06; number 4, C, carries -0.02; number 5, C, carries -0.19; number 6, O, carries 0.02; number 7, O, carries -0.08; number 8, N, carries 0.02; number 9, H, carries 0.11; number 10, H, carries 0.10; number 11, H, carries 0.09; number 12, H, carries 0.09; number 13, H, carries 0.10; number 14, H, carries 0.10; number 15, H, carries 0.09; number 16, H, carries 0.09; number 17, H, carries 0.09; number 18, H, carries 0.06; number 19, H, carries 0.05

Record 3
ORCA calculation (ωB97M-V/def2-TZVPD) on a 7-piece molecular cluster, C33H63N2O27S8 overall.

```
133
C33H63N2O27S8 ωB97M-V/def2-TZVPD
C 0.587 -3.484 -0.846
C 1.523 -2.301 -1.161
C 1.521 -2.180 -2.697
C 0.985 -0.975 -0.595
C 1.208 -0.699 0.903
C 0.824 0.784 1.144
C 1.745 1.902 0.634
C 0.978 3.251 0.578
C -0.030 3.547 1.685
O -1.338 3.143 1.283
C 0.274 -1.552 1.800
C -1.225 -1.288 1.665
C -2.019 -2.364 2.411
S -3.776 -1.912 2.639
C -4.706 -3.197 1.790
S -5.514 -4.312 2.635
N -4.853 -3.153 0.382
C -3.697 -2.662 -0.364
C -3.965 -2.847 -1.845
O -5.207 -2.279 -2.256
C -5.861 -1.550 -1.242
C -6.064 -2.345 0.042
C 2.665 -1.025 1.283
C 3.241 -2.358 0.732
C 4.775 -2.281 0.872
C 2.822 -3.610 1.564
N 2.927 -2.541 -0.718
O 3.794 -2.013 -1.498
H -0.452 -3.153 -0.925
H 0.717 -3.916 0.142
H 0.718 -4.268 -1.595
H 1.863 -1.203 -3.029
H 0.491 -2.320 -3.038
H 2.128 -2.964 -3.146
H -0.086 -0.935 -0.805
H 1.446 -0.166 -1.166
H 0.688 0.902 2.224
H -0.144 0.934 0.659
H 2.127 1.730 -0.372
H 2.555 2.058 1.351
H 0.432 3.326 -0.368
H 1.706 4.066 0.591
H -0.052 4.631 1.843
H 0.274 3.120 2.647
H -1.802 2.753 2.031
H 0.553 -1.334 2.839
H 0.448 -2.616 1.653
H -1.483 -0.311 2.077
H -1.528 -1.285 0.619
H -1.600 -2.534 3.403
H -1.972 -3.311 1.871
H -3.456 -1.622 -0.125
H -2.823 -3.269 -0.122
H -3.970 -3.906 -2.116
H -3.155 -2.370 -2.411
H -5.335 -0.611 -1.028
H -6.849 -1.274 -1.614
H -6.922 -3.015 -0.035
H -6.279 -1.633 0.847
H 2.704 -1.116 2.375
H 3.351 -0.216 1.024
H 5.033 -2.433 1.922
H 5.159 -1.307 0.575
H 5.251 -3.068 0.287
H 2.176 -3.340 2.397
H 3.707 -4.062 2.010
H 2.365 -4.384 0.952
C 9.515 0.715 1.593
C 8.744 -0.351 0.841
O 7.611 -0.609 1.683
S 7.160 0.733 2.418
O 6.093 1.322 1.700
O 7.062 0.470 3.812
O 8.496 1.564 2.140
H 10.093 0.290 2.415
H 10.166 1.301 0.950
H 9.310 -1.268 0.704
H 8.385 0.010 -0.125
C 6.667 4.126 6.000
C 6.010 2.762 6.013
O 4.849 2.948 6.841
S 4.279 4.425 6.655
O 3.213 4.417 5.717
O 4.115 5.006 7.939
O 5.566 5.045 5.940
H 7.227 4.315 6.918
H 7.315 4.273 5.140
H 6.646 1.989 6.434
H 5.686 2.462 5.016
C -5.597 1.136 -4.239
C -6.121 -0.112 -4.910
O -7.346 0.312 -5.528
S -7.216 1.828 -6.010
O -6.878 1.876 -7.386
O -8.320 2.556 -5.496
O -5.903 2.189 -5.162
H -6.118 1.331 -3.299
H -4.525 1.102 -4.062
H -6.319 -0.913 -4.202
H -5.441 -0.467 -5.686
C 4.886 5.482 -2.334
C 3.778 5.269 -1.322
O 3.832 3.863 -1.043
S 5.343 3.348 -1.120
O 5.889 3.311 0.186
O 5.384 2.219 -1.978
O 5.942 4.623 -1.884
H 4.583 5.168 -3.335
H 5.242 6.508 -2.363
H 2.795 5.524 -1.706
H 3.965 5.816 -0.396
C -5.662 4.798 -2.440
C -4.456 5.001 -3.334
O -3.489 5.611 -2.471
S -3.649 5.052 -0.977
O -2.714 4.016 -0.732
O -3.745 6.169 -0.107
O -5.103 4.403 -1.179
H -6.221 5.725 -2.301
H -6.332 4.022 -2.799
H -4.656 5.656 -4.177
H -4.054 4.053 -3.696
C -6.398 -6.006 -1.251
C -6.354 -7.148 -0.260
O -6.138 -8.313 -1.071
S -5.231 -7.932 -2.330
O -3.876 -8.259 -2.063
O -5.878 -8.397 -3.503
O -5.388 -6.345 -2.214
H -7.361 -5.948 -1.763
H -6.161 -5.048 -0.794
H -7.277 -7.261 0.302
H -5.516 -7.039 0.430
```

Results
**Electronic energy**: -180178.4036 eV
**HOMO (spin up / spin down)**: -8.116 / -8.914 eV
**Spin multiplicity**: 2
**Orbital gap (spin up / spin down)**: 7.2 / 8.0 eV
**E_LUMO (spin up / spin down)**: -0.94 / -0.94 eV

These are the Löwdin partial charges, in e, on atoms 1 to 99: number 1, C, carries -0.02; number 2, C, carries -0.45; number 3, C, carries -0.04; number 4, C, carries -0.07; number 5, C, carries -0.39; number 6, C, carries -0.15; number 7, C, carries -0.17; number 8, C, carries -0.17; number 9, C, carries -0.25; number 10, O, carries -0.09; number 11, C, carries -0.15; number 12, C, carries -0.26; number 13, C, carries -0.45; number 14, S, carries 0.88; number 15, C, carries -1.11; number 16, S, carries 0.73; number 17, N, carries -0.20; number 18, C, carries -0.19; number 19, C, carries -0.16; number 20, O, carries -0.13; number 21, C, carries -0.20; number 22, C, carries -0.14; number 23, C, carries -0.05; number 24, C, carries -0.42; number 25, C, carries -0.05; number 26, C, carries -0.01; number 27, N, carries -0.10; number 28, O, carries -0.01; number 29, H, carries 0.07; number 30, H, carries 0.05; number 31, H, carries 0.09; number 32, H, carries 0.08; number 33, H, carries 0.08; number 34, H, carries 0.09; number 35, H, carries 0.12; number 36, H, carries 0.12; number 37, H, carries 0.13; number 38, H, carries 0.11; number 39, H, carries 0.10; number 40, H, carries 0.12; number 41, H, carries 0.12; number 42, H, carries 0.09; number 43, H, carries 0.11; number 44, H, carries 0.12; number 45, H, carries 0.09; number 46, H, carries 0.13; number 47, H, carries 0.08; number 48, H, carries 0.10; number 49, H, carries 0.08; number 50, H, carries 0.08; number 51, H, carries 0.08; number 52, H, carries 0.10; number 53, H, carries 0.12; number 54, H, carries 0.12; number 55, H, carries 0.13; number 56, H, carries 0.13; number 57, H, carries 0.13; number 58, H, carries 0.11; number 59, H, carries 0.12; number 60, H, carries 0.13; number 61, H, carries 0.12; number 62, H, carries 0.09; number 63, H, carries 0.07; number 64, H, carries 0.10; number 65, H, carries 0.07; number 66, H, carries 0.08; number 67, H, carries 0.07; number 68, C, carries -0.15; number 69, C, carries -0.15; number 70, O, carries -0.20; number 71, S, carries 0.59; number 72, O, carries -0.22; number 73, O, carries -0.23; number 74, O, carries -0.18; number 75, H, carries 0.13; number 76, H, carries 0.14; number 77, H, carries 0.14; number 78, H, carries 0.14; number 79, C, carries -0.15; number 80, C, carries -0.16; number 81, O, carries -0.19; number 82, S, carries 0.59; number 83, O, carries -0.22; number 84, O, carries -0.22; number 85, O, carries -0.19; number 86, H, carries 0.13; number 87, H, carries 0.13; number 88, H, carries 0.14; number 89, H, carries 0.12; number 90, C, carries -0.17; number 91, C, carries -0.15; number 92, O, carries -0.18; number 93, S, carries 0.60; number 94, O, carries -0.21; number 95, O, carries -0.22; number 96, O, carries -0.21; number 97, H, carries 0.13; number 98, H, carries 0.14; number 99, H, carries 0.12

> Among the records above, which one has the lowest electronic energy?

C33H63N2O27S8

> The lowest electronic energy belongs to which entry?

C33H63N2O27S8

> Among the records above, which one has the highest electronic energy?

C5H11NO2

> What is the formula in the first record?

C36H66O15